Below is a cluster of 2 separate species, C6H15NO in total in a non-equilibrium geometry, with properties calculated with ωB97M-V/def2-TZVPD.

```
! RIJCOSX wB97M-V def2-TZVPD def2/J DEFGRID3
* xyz 0 1
C -0.844 3.015 0.765
C -0.099 1.840 1.314
C -0.694 0.759 1.874
O 0.051 -0.428 2.229
H -0.795 3.025 -0.346
H -1.924 2.900 1.014
H -0.470 3.968 1.150
H 0.992 1.779 1.186
H -1.759 0.647 2.012
H -0.193 -0.436 3.161
C 2.113 -0.449 -1.091
C 0.716 -0.911 -1.466
N 0.157 -1.897 -0.562
C -1.147 -2.383 -1.053
H 2.691 -0.059 -1.925
H 2.710 -1.236 -0.587
H 1.955 0.380 -0.353
H 0.895 -1.412 -2.435
H 0.014 -0.068 -1.624
H 0.037 -1.409 0.309
H -1.624 -3.064 -0.298
H -1.868 -1.585 -1.322
H -0.916 -2.976 -1.953
*
```

Summary:
- Electronic energy: -10001.308 eV
- E_HOMO: -8.6 eV
- Energy relative to the best compared isomer or geometry (same formula, charge and spin): 56.5 kcal per mole
- Gap between HOMO and LUMO: 9.46 eV

natural (NBO) population analysis, charges in e, atoms 1 to 2: -0.6409, -0.2330



Below is a structure of composition C16H22F6N3O12PTi, with properties calculated with ωB97M-V/def2-TZVPD.

```
! RIJCOSX wB97M-V def2-TZVPD def2/J DEFGRID3
* xyz 1 4
Ti 0.011 0.600 0.359
C -1.498 2.066 2.703
C -0.641 1.004 3.360
O 0.461 0.834 2.456
C 1.746 0.425 2.925
C 2.705 1.003 1.917
O 2.226 0.581 0.630
C 2.955 1.183 -0.458
C 2.307 0.711 -1.733
O 0.892 0.922 -1.580
C 0.098 0.500 -2.690
C -1.274 1.067 -2.444
O -1.629 0.734 -1.087
C -2.840 1.424 -0.678
C -2.930 1.424 0.830
O -1.621 1.758 1.304
H -2.483 2.114 3.166
H -1.016 3.041 2.759
H -0.272 1.358 4.324
H -1.159 0.054 3.477
H 1.937 0.836 3.917
H 1.798 -0.666 2.963
H 2.697 2.095 1.959
H 3.718 0.625 2.068
H 2.905 2.268 -0.366
H 3.993 0.847 -0.424
H 2.664 1.308 -2.573
H 2.493 -0.349 -1.904
H 0.512 0.904 -3.614
H 0.095 -0.594 -2.744
H -1.255 2.153 -2.542
H -2.006 0.636 -3.128
H -2.778 2.444 -1.050
H -3.699 0.908 -1.109
H -3.634 2.201 1.133
H -3.238 0.457 1.226
O -2.738 -6.331 -1.077
N -1.545 -6.257 -1.253
O -0.818 -7.127 -1.673
C -0.906 -4.956 -0.932
C 0.465 -4.828 -1.177
C 1.054 -3.631 -0.911
C 0.294 -2.498 -0.410
O 0.761 -1.345 -0.329
C -1.114 -2.753 -0.097
C -1.708 -3.949 -0.397
N -1.859 -1.701 0.429
O -1.226 -0.818 1.200
O -3.111 -1.736 0.383
N 2.503 -3.514 -1.183
O 3.018 -4.442 -1.758
O 3.074 -2.510 -0.811
H 1.033 -5.657 -1.572
H -2.761 -4.107 -0.222
F 0.602 2.632 0.403
P 0.476 4.270 -0.248
F -0.363 4.615 1.068
F -0.883 3.768 -0.969
F 0.359 5.719 -0.831
F 1.844 4.554 0.525
F 1.309 3.727 -1.516
*
```

Summary:
- Electronic energy: -94690.083 eV
- E_HOMO (spin up / spin down): -10.9 / -13.8 eV
- Energy relative to the best compared isomer or geometry (same formula, charge and spin): 0.1 kcal per mole
- Gap between HOMO and LUMO (spin up / spin down): 6.91 / 6.56 eV

natural (NBO) population analysis, charges in e, atoms 1 to 2: 1.7544, -0.0798



Below is a structure of composition C35H58N12O4RbS2SbSe4, with properties calculated with ωB97M-V/def2-TZVPD.

```
! RIJCOSX wB97M-V def2-TZVPD def2/J DEFGRID3
* xyz 0 1
Rb -1.181 0.271 0.179
N 0.128 2.899 0.884
C -0.901 3.891 0.524
C -2.233 3.613 1.210
N -2.959 2.410 0.783
C -3.393 2.538 -0.619
C -4.319 1.437 -1.127
N -3.705 0.112 -1.012
C -4.072 2.138 1.712
C -4.235 0.673 2.106
N -3.220 0.267 3.112
H 0.251 2.914 1.895
H 1.015 3.184 0.484
H -0.992 3.903 -0.565
H -0.629 4.904 0.839
H -2.870 4.505 1.090
H -2.021 3.509 2.277
H -2.496 2.531 -1.252
H -3.903 3.503 -0.777
H -4.590 1.696 -2.157
H -5.250 1.426 -0.557
H -2.810 0.095 -1.481
H -4.267 -0.619 -1.429
H -5.019 2.507 1.297
H -3.903 2.713 2.626
H -4.116 0.023 1.240
H -5.253 0.552 2.491
H -3.594 -0.542 3.600
H -3.166 1.004 3.816
N -0.745 -3.882 3.276
C 0.574 -3.974 3.910
C 1.701 -3.748 2.894
C 1.859 -2.321 2.364
N 0.769 -1.970 1.447
C 1.871 -1.333 3.532
C 0.686 -1.501 4.486
N -0.599 -1.164 3.766
C 0.634 -2.927 5.027
H -0.816 -4.316 2.360
H -0.923 -2.018 3.273
H -1.462 -4.313 3.847
H 0.739 -4.962 4.351
H 1.580 -4.440 2.054
H 2.639 -4.017 3.388
H 2.833 -2.279 1.862
H 0.516 -2.726 0.818
H 1.049 -1.197 0.852
H 1.878 -0.301 3.167
H 2.782 -1.469 4.123
H 0.776 -0.774 5.290
H -0.437 -0.433 3.075
H -1.321 -0.808 4.390
H -0.210 -3.055 5.712
H 1.544 -3.076 5.614
C 0.047 -1.668 -3.418
N -0.666 -1.833 -2.162
C -0.979 -3.036 -1.845
C -1.704 -3.439 -0.667
C -2.170 -4.733 -0.404
C -2.918 -4.637 0.783
C -2.838 -3.288 1.156
N -2.095 -2.560 0.308
C -0.758 -1.136 -4.583
C -1.932 -0.411 -4.417
C -2.627 0.080 -5.516
C -2.148 -0.134 -6.802
C -0.970 -0.852 -6.980
C -0.289 -1.352 -5.878
H 0.529 -2.601 -3.738
H 0.852 -0.951 -3.239
H -0.700 -3.861 -2.516
H -2.015 -5.608 -1.023
H -3.465 -5.422 1.286
H -3.288 -2.825 2.031
H -2.308 -0.248 -3.416
H -3.550 0.628 -5.367
H -2.695 0.241 -7.659
H -0.587 -1.031 -7.977
H 0.622 -1.925 -6.023
O 4.050 1.972 2.305
N 2.998 1.584 1.962
C 0.262 2.782 -5.602
N -0.331 2.672 -4.273
C -1.654 3.217 -4.003
C 0.261 1.982 -3.275
C 1.670 1.503 -3.502
O -0.335 1.787 -2.214
H -0.411 3.355 -6.233
H 0.396 1.802 -6.063
H 1.224 3.297 -5.574
H -1.985 3.778 -4.874
H -1.624 3.882 -3.139
H -2.373 2.425 -3.792
H 1.784 0.980 -4.452
H 1.944 0.838 -2.688
H 2.360 2.351 -3.501
Se -1.164 0.785 7.703
Sb -1.314 2.645 6.032
Se -0.626 4.821 7.030
Se -3.672 2.830 5.642
Se 0.205 2.003 4.274
O 6.827 2.848 -1.836
S 6.307 1.523 -1.913
O 6.416 0.744 -3.101
N 4.664 1.602 -1.477
C 4.486 0.991 -0.377
S 2.836 0.919 0.293
C 5.669 0.333 0.256
C 5.745 -0.461 1.382
C 6.984 -0.988 1.727
C 8.112 -0.725 0.954
C 8.031 0.062 -0.190
C 6.791 0.575 -0.510
H 4.866 -0.669 1.981
H 7.074 -1.612 2.606
H 9.066 -1.145 1.243
H 8.900 0.260 -0.802
*
```

Summary:
- Electronic energy: -353554.341 eV
- E_HOMO (spin up / spin down): -6.9 / -6.9 eV
- Gap between HOMO and LUMO (spin up / spin down): 4.73 / 4.67 eV

Löwdin population analysis, charges in e, atoms 1 to 2: 0.7479, -0.0600



Below is the molecule C26H31N3O7, with properties calculated with ωB97M-V/def2-TZVPD.

```
! RIJCOSX wB97M-V def2-TZVPD def2/J DEFGRID3
* xyz 0 1
C -8.120 -2.203 1.541
H -8.665 -2.234 0.595
H -7.910 -3.226 1.858
H -8.698 -1.679 2.298
O -6.912 -1.476 1.390
C -6.033 -1.987 0.489
O -6.266 -2.986 -0.152
C -4.832 -1.180 0.420
C -3.688 -1.337 -0.345
C -2.820 -0.272 0.009
C -3.476 0.512 0.956
N -4.677 -0.046 1.182
H -5.369 0.283 1.835
C -3.069 1.777 1.609
H -3.935 2.411 1.792
H -2.588 1.552 2.563
H -2.351 2.311 0.992
C -1.505 -0.039 -0.563
C -0.397 0.230 0.184
C -0.270 0.126 1.622
O -1.116 -0.126 2.456
C 1.207 0.351 1.932
O 1.749 0.345 3.016
N 1.828 0.573 0.750
C 3.247 0.780 0.640
H 3.591 1.142 1.611
C 3.987 -0.522 0.288
N 5.417 -0.283 0.297
C 6.187 -1.055 -0.664
C 6.401 -2.506 -0.214
O 7.037 -2.550 1.045
C 6.279 -1.860 2.019
C 6.034 -0.400 1.611
H 6.994 0.123 1.566
H 5.403 0.087 2.354
H 5.319 -2.375 2.174
H 6.858 -1.909 2.942
H 5.433 -3.030 -0.164
H 7.058 -3.036 -0.905
H 7.164 -0.571 -0.757
H 5.690 -1.027 -1.635
H 3.691 -0.839 -0.715
H 3.668 -1.299 0.999
H 3.453 1.540 -0.118
C 0.963 0.551 -0.406
C 0.952 1.892 -1.112
C 0.940 3.067 -0.378
C 0.933 4.298 -1.010
C 0.939 4.356 -2.391
C 0.939 3.193 -3.144
C 0.939 1.959 -2.511
O 0.908 0.749 -3.169
C 0.916 0.746 -4.579
H 0.904 -0.304 -4.869
H 0.029 1.243 -4.982
H 1.818 1.221 -4.973
H 0.936 3.261 -4.220
H 0.939 5.310 -2.896
H 0.926 5.205 -0.426
H 0.943 3.008 0.700
H 1.306 -0.223 -1.109
O -1.477 -0.135 -1.900
H -0.585 0.006 -2.264
C -3.403 -2.432 -1.307
H -2.515 -2.982 -0.997
H -3.215 -2.023 -2.298
H -4.248 -3.112 -1.349
*
```

Summary:
- Electronic energy: -46268.016 eV
- E_HOMO: -8.3 eV
- Energy relative to the best compared isomer or geometry (same formula, charge and spin): 65.8 kcal per mole
- Gap between HOMO and LUMO: 8.28 eV

natural (NBO) population analysis, charges in e, atoms 1 to 2: -0.2576, 0.1927



Below is a cluster of 2 separate species, C3H5NO2 in total in a non-equilibrium geometry, with properties calculated with ωB97M-V/def2-TZVPD.

```
! RIJCOSX wB97M-V def2-TZVPD def2/J DEFGRID3
* xyz 0 1
C -1.793 0.504 -0.097
C 1.034 0.580 0.859
C 0.949 -0.727 0.590
N -1.171 0.180 -1.041
O -2.455 0.819 0.799
O 1.247 -1.285 -0.647
H 1.228 1.136 -0.090
H 0.887 1.189 1.658
H 0.668 -1.436 1.291
H -1.612 -0.322 -1.888
H 1.019 -0.638 -1.432
*
```

Summary:
- Electronic energy: -8775.359 eV
- E_HOMO: -9.1 eV
- Energy relative to the best compared isomer or geometry (same formula, charge and spin): 53.9 kcal per mole
- Gap between HOMO and LUMO: 9.69 eV

natural (NBO) population analysis, charges in e, atoms 1 to 2: 0.8758, -0.5190



Below is a cluster of 2 separate species, C3H9F2NSi in total in a non-equilibrium geometry, with properties calculated with ωB97M-V/def2-TZVPD.

```
! RIJCOSX wB97M-V def2-TZVPD def2/J DEFGRID3
* xyz 0 1
C 0.738 1.218 1.661
C 1.682 0.111 -0.328
C -1.538 -1.656 -0.936
N 0.593 0.248 0.584
F -2.006 0.296 1.113
F -1.616 1.076 -2.713
Si -0.957 -0.121 -0.056
H -0.142 1.171 2.284
H 1.598 0.877 2.201
H 0.879 2.294 1.364
H 2.573 0.137 0.323
H 1.606 -0.794 -1.035
H 1.598 0.964 -1.080
H -1.320 -1.549 -1.946
H -1.127 -2.565 -0.593
H -2.562 -1.706 -0.843
*
```

Summary:
- Electronic energy: -18059.142 eV
- E_HOMO: -9.2 eV
- Energy relative to the best compared isomer or geometry (same formula, charge and spin): 97.5 kcal per mole
- Gap between HOMO and LUMO: 8.32 eV

natural (NBO) population analysis, charges in e, atoms 1 to 2: -0.4115, -0.4377



Below is a cluster of 2 separate species, C23H29N4O3 in total in a non-equilibrium geometry, with properties calculated with ωB97M-V/def2-TZVPD.

```
! RIJCOSX wB97M-V def2-TZVPD def2/J DEFGRID3
* xyz 1 1
C 1.595 2.384 2.665
O 2.052 1.099 2.176
C 3.058 1.112 1.272
C 3.875 2.219 0.959
C 4.916 2.059 0.050
C 5.158 0.839 -0.580
C 4.301 -0.249 -0.305
O 4.397 -1.486 -0.847
C 5.528 -1.744 -1.707
C 3.254 -0.089 0.586
N 2.406 -1.224 0.835
C 1.058 -1.284 0.692
C 0.252 -0.206 0.147
C -1.168 -0.483 0.012
C -2.088 0.511 0.182
C -3.484 0.196 0.482
C -4.216 0.987 1.392
C -5.553 0.700 1.672
C -6.189 -0.384 1.036
C -5.461 -1.193 0.160
C -4.108 -0.937 -0.087
O 0.747 0.902 -0.176
N 0.652 -2.469 1.210
C -0.714 -2.937 1.413
C 1.765 -3.192 1.607
C 2.847 -2.428 1.374
H 0.747 2.148 3.308
H 2.390 2.883 3.238
H 1.278 3.024 1.830
H 3.673 3.183 1.431
H 5.565 2.904 -0.168
H 5.986 0.709 -1.268
H 5.437 -2.799 -1.963
H 5.480 -1.117 -2.609
H 6.475 -1.557 -1.176
H -1.445 -1.467 -0.369
H -1.754 1.539 0.360
H -3.703 1.808 1.900
H -6.098 1.282 2.415
H -7.242 -0.606 1.241
H -5.926 -2.070 -0.303
H -3.524 -1.623 -0.710
H -0.681 -3.847 2.024
H -1.316 -2.180 1.939
H -1.194 -3.202 0.461
H 1.689 -4.179 2.028
H 3.885 -2.616 1.543
C -3.041 2.072 -2.268
N -2.015 1.034 -2.191
C -0.767 1.494 -2.819
N -2.464 -0.091 -2.945
H -2.683 2.950 -1.723
H -3.204 2.322 -3.325
H -3.973 1.728 -1.816
H -0.391 2.361 -2.266
H -0.016 0.700 -2.789
H -0.986 1.759 -3.866
H -1.744 -0.813 -2.856
H -3.322 -0.435 -2.509
*
```

Summary:
- Electronic energy: -36415.487 eV
- E_HOMO: -10.1 eV
- Energy relative to the best compared isomer or geometry (same formula, charge and spin): 91.8 kcal per mole
- Gap between HOMO and LUMO: 6.36 eV

natural (NBO) population analysis, charges in e, atoms 1 to 2: -0.2571, -0.5061



Below is the ion C6H14N2 with charge -1 in a non-equilibrium geometry, with properties calculated with ωB97M-V/def2-TZVPD.

```
! RIJCOSX wB97M-V def2-TZVPD def2/J DEFGRID3
* xyz -1 2
N 1.254 1.497 -1.560
C 0.478 0.555 -0.738
C 1.407 -0.580 -0.318
C 0.703 -1.866 0.068
C -0.007 -2.577 -0.816
C -0.177 1.259 0.444
N -0.943 0.334 1.266
C -2.230 0.880 1.726
H 1.288 1.143 -2.500
H 0.888 2.417 -1.581
H -0.369 0.288 -1.388
H 1.982 -0.270 0.558
H 2.081 -0.840 -1.128
H 0.579 -2.179 1.091
H -0.471 -3.533 -0.617
H -0.276 -2.081 -1.751
H 0.593 1.773 1.031
H -0.838 2.032 0.024
H -1.202 -0.461 0.697
H -2.078 1.763 2.330
H -2.693 0.065 2.284
H -2.872 1.155 0.880
*
```

Summary:
- Electronic energy: -9426.482 eV
- E_HOMO (spin up / spin down): 1.3 / -5.4 eV
- Energy relative to the best compared isomer or geometry (same formula, charge and spin): 19.5 kcal per mole
- Gap between HOMO and LUMO (spin up / spin down): 2.77 / 9.49 eV

natural (NBO) population analysis, charges in e, atoms 1 to 2: -0.8983, -0.2754



Below is the molecule C4H7N3O in a non-equilibrium geometry, with properties calculated with ωB97M-V/def2-TZVPD.

```
! RIJCOSX wB97M-V def2-TZVPD def2/J DEFGRID3
* xyz 0 1
C 0.610 -0.381 -0.223
C -0.101 0.571 0.358
C -1.035 0.127 1.320
C 0.494 1.887 0.186
H 2.464 0.452 -0.726
H 1.815 -0.405 -2.001
H -1.004 -1.655 -0.612
H 0.485 -2.366 -1.189
H -0.849 -0.626 2.247
H -1.461 0.998 1.931
H -2.407 0.716 0.158
N 1.929 -0.349 -0.878
N -0.014 -1.485 -0.814
N 1.191 2.840 -0.329
O -2.116 -0.325 0.572
*
```

Summary:
- Electronic energy: -10775.040 eV
- E_HOMO: -8.5 eV
- Energy relative to the best compared isomer or geometry (same formula, charge and spin): 108.6 kcal per mole
- Gap between HOMO and LUMO: 8.63 eV

natural (NBO) population analysis, charges in e, atoms 1 to 2: 0.5000, -0.4119



Below is the molecule C3H7N3O2 in a non-equilibrium geometry, with properties calculated with ωB97M-V/def2-TZVPD.

```
! RIJCOSX wB97M-V def2-TZVPD def2/J DEFGRID3
* xyz 0 1
C 0.282 0.144 0.999
C -1.146 0.547 -1.004
N 2.054 -1.514 0.788
N -0.459 -0.262 -1.845
C -0.823 0.730 0.317
O 1.106 -0.691 0.130
O -2.078 1.377 -1.532
N 0.602 0.119 2.222
H -2.246 1.143 -2.453
H 2.660 -0.873 1.301
H 1.544 -2.024 1.514
H 0.401 -0.716 -1.330
H -0.447 -0.025 -2.824
H -0.033 0.612 2.837
H -1.416 1.433 0.880
*
```

Summary:
- Electronic energy: -11787.653 eV
- E_HOMO: -8.2 eV
- Energy relative to the best compared isomer or geometry (same formula, charge and spin): 84.4 kcal per mole
- Gap between HOMO and LUMO: 8.68 eV

natural (NBO) population analysis, charges in e, atoms 1 to 2: 0.5439, 0.5824